No. 1
Entry from the Open Molecules 2025 dataset: the molecule C3H12N3PS (the ωB97M-V functional and the def2-TZVPD basis).

Last column: Mulliken charge in e.
Cartesian coordinates (Å):
C 2.3727 1.5059 0.9883  -0.788
N 1.0804 0.8172 1.0841  -0.332
P 0.0091 0.6070 -0.1721  0.518
S 0.5997 1.6446 -1.7126  -0.435
N -1.4087 0.6591 0.6214  -0.283
C -2.3871 -0.4250 0.5282  -1.002
N 0.2353 -1.1152 -0.4090  -0.408
C -0.1912 -1.6987 -1.6819  -0.814
H 3.2609 0.9219 0.5797  0.259
H 2.3544 2.4341 0.2289  0.199
H 2.6869 1.9129 1.9579  0.327
H 0.9404 0.2562 1.9331  0.301
H -2.0931 1.4288 0.7549  0.294
H -1.9096 -1.3291 0.4895  0.409
H -2.9738 -0.4677 1.4624  0.319
H -2.9301 -0.3531 -0.4110  0.322
H 1.1248 -1.4802 -0.1409  0.281
H -0.8492 -2.6436 -1.4932  0.257
H -0.6413 -0.8188 -2.1959  0.275
H 0.7195 -1.8563 -2.4119  0.302

**M**: 153.19 g/mol
**HOMO-LUMO gap**: 9.2 eV
**HOMO energy**: -8.423 eV
**Structure (SMILES)**: CNP(=S)(NC)NC
**Charge**: 0

No. 2
Entry from the Open Molecules 2025 dataset: the molecule C3H12N4 (the ωB97M-V functional and the def2-TZVPD basis).

Last column: Mulliken charge in e.
Cartesian coordinates (Å):
C -2.1256 -0.8774 0.1962  -0.885
C -1.5356 0.4321 -0.2950  -0.613
N -0.2381 0.5827 0.2503  0.086
N 0.4534 1.7862 -0.1491  -0.744
N 0.6208 -0.5339 -0.0013  0.362
C 1.7298 -0.6350 0.9448  -1.050
N 1.1469 -0.5198 -1.2988  -0.734
H -1.5781 -1.1101 1.0691  0.311
H -3.2452 -0.8364 0.5262  0.299
H -1.9812 -1.7352 -0.5673  0.241
H -1.4555 0.5696 -1.3397  0.371
H -1.9631 1.3973 0.0147  0.393
H 0.4650 2.2695 0.7447  0.233
H 0.0203 2.4183 -0.8144  0.226
H 1.5429 -0.2525 1.8625  0.413
H 2.0043 -1.7180 1.2901  0.247
H 2.5689 -0.0179 0.5942  0.361
H 1.6166 -1.3323 -1.6312  0.243
H 1.9535 0.1127 -1.3959  0.242

**M**: 104.16 g/mol
**HOMO-LUMO gap**: 9.9 eV
**HOMO energy**: -8.816 eV
**Structure (SMILES)**: CCN(N)N(C)N
**Charge**: 0

No. 3
Entry from the Open Molecules 2025 dataset: the molecule C3H12N4 (the ωB97M-V functional and the def2-TZVPD basis).

Last column: Mulliken charge in e.
Cartesian coordinates (Å):
C 1.4757 0.3596 1.0179  -0.979
N 0.9136 -0.0523 -0.2279  0.297
C 1.1270 -1.2824 -0.8585  -0.976
N -0.3347 0.4406 -0.4530  -0.249
C -0.5862 1.8063 -0.3262  -0.807
N -1.5145 -0.1105 0.5349  -0.264
N -2.1756 -1.2515 -0.0119  -0.623
H 2.0752 -0.3620 1.5970  0.319
H 2.0855 1.3191 0.8513  0.243
H 0.6094 0.6764 1.6893  0.332
H 0.4438 -1.2089 -1.6609  0.352
H 2.1220 -1.4860 -1.2513  0.289
H 0.9218 -2.0612 -0.0957  0.328
H 0.1304 2.2508 -0.9768  0.374
H -1.6303 1.9481 -0.5893  0.262
H -0.2535 2.0885 0.7033  0.307
H -1.0636 -0.3831 1.4057  0.269
H -2.7923 -0.8808 -0.7330  0.275
H -1.5538 -1.8108 -0.6148  0.250

**M**: 104.16 g/mol
**HOMO-LUMO gap**: 8.9 eV
**HOMO energy**: -7.963 eV
**Structure (SMILES)**: CN(C)N(C)NN
**Charge**: 0

Q: charge of number 3 (C3H12N4)?
A: 0

Q: Which value of M does entry 2 give?
A: 104.16 g/mol